(1)
The following is a DFT calculation (ωB97M-V with the def2-TZVPD basis set) of one molecule with the formula C5H11NO.

Results
- energy relative to the best compared isomer or geometry (same formula, charge and spin) (kJ/mol) = 169.65
- structure (SMILES) = CNCCCC=O
- multiplicity = 1

```
18
Properties=species:S:1:pos:R:3:forces:R:3:lowdin_charge:R:1
C -2.559240 -0.069618 0.478239 -0.9 -0.4 0.0 -0.1487
N -1.440721 -0.977020 0.530131 -0.5 -0.5 -0.3 -0.1320
C -0.156197 -0.468870 0.911868 -0.1 1.0 0.4 -0.2548
C 0.436779 0.712847 0.105011 1.2 -0.5 0.8 -0.1887
C 1.283389 0.251229 -1.087248 -1.1 -0.2 -0.8 -0.1683
C 2.756455 0.186882 -0.833753 0.4 -0.2 0.4 -0.2830
O 3.599000 -0.015009 -1.662255 0.0 0.1 -0.4 0.0534
H -2.513478 0.735878 -0.245858 0.3 0.4 -0.2 0.0640
H -2.843561 0.342105 1.438384 0.4 0.2 0.4 0.0758
H -3.445159 -0.649392 0.202283 0.1 -0.1 -0.1 0.0794
H -1.464901 -1.539514 -0.307674 0.5 -0.1 0.0 0.1018
H -0.257384 -0.111970 1.946010 -0.1 -0.1 -0.1 0.1131
H 0.578844 -1.275730 0.961345 -0.1 -0.1 -0.2 0.1177
H 1.152966 1.157017 0.813638 -0.1 0.2 -0.1 0.0981
H -0.274119 1.515336 -0.081618 -0.2 -0.2 -0.3 0.1011
H 1.027040 -0.781014 -1.370174 0.0 -0.1 0.3 0.1233
H 1.042523 0.752969 -2.029752 0.4 0.4 0.2 0.1221
H 3.077760 0.233880 0.231428 -0.2 0.2 0.0 0.1257
```
Forces are in eV/Å.

---

(2)
The following is a DFT calculation (ωB97M-V with the def2-TZVPD basis set) of one molecule with the formula C5H11NO.

Results
- energy relative to the best compared isomer or geometry (same formula, charge and spin) (kJ/mol) = 258.41
- structure (SMILES) = CCN[C@@H](C)C=O
- multiplicity = 1

```
18
Properties=species:S:1:pos:R:3:forces:R:3:lowdin_charge:R:1
C 2.133857 -1.693804 -0.728248 0.4 2.7 -0.3 -0.0845
C 1.424494 -0.297837 -1.129606 -2.7 -1.7 -1.7 -0.2132
N -0.063911 -0.306754 -0.720830 -0.3 -2.4 1.6 -0.0851
C -0.757301 0.825982 -0.117182 2.4 1.1 -1.7 -0.4633
C -2.230248 0.694280 -0.371497 -2.1 1.8 -0.5 -0.0732
C -0.353092 0.973550 1.325699 -0.3 -0.5 2.0 -0.2110
O -0.266969 -0.017733 2.056971 0.1 2.7 -1.1 0.0271
H 2.014268 -1.825857 0.365122 0.2 -0.1 -0.6 0.0654
H 3.237092 -1.628187 -1.006340 -1.4 -0.2 0.4 0.0804
H 1.664964 -2.486561 -1.295782 -0.1 -0.2 0.1 0.0517
H 1.263838 -0.221228 -2.301181 1.2 -0.1 2.3 0.1275
H 1.862751 0.608072 -0.765017 0.8 0.3 0.3 0.0747
H -0.324868 -1.045315 0.019141 1.3 0.8 -1.8 0.1265
H -0.291578 1.761822 -0.558720 -1.0 -0.7 -0.1 0.1467
H -2.773662 1.565263 0.169848 0.6 -1.4 -1.1 0.1085
H -2.517116 0.658529 -1.468862 0.8 0.8 1.1 0.0967
H -2.711349 -0.231769 -0.079243 0.5 -0.3 0.9 0.0702
H -0.147478 2.121348 1.636088 -0.3 -2.4 0.1 0.1547
```
Forces are in eV/Å.

---

(3)
The following is a DFT calculation (ωB97M-V with the def2-TZVPD basis set) of one molecule with the formula C5H11NO.

Results
- energy relative to the best compared isomer or geometry (same formula, charge and spin) (kJ/mol) = 202.61
- structure (SMILES) = C[C@H]1CN1CCO
- multiplicity = 1

```
18
Properties=species:S:1:pos:R:3:forces:R:3:lowdin_charge:R:1
C 2.335250 -0.434004 -1.238275 0.1 0.0 0.0 -0.0566
C 1.175125 -0.604086 -0.292418 0.1 -0.2 -0.1 -0.3547
C 0.886785 0.223202 0.904442 0.1 0.0 0.2 -0.1144
N 0.088293 0.355624 -0.312443 -0.2 0.0 -0.1 -0.0788
C -1.229318 -0.261865 -0.310137 -0.1 -0.1 0.0 -0.2039
C -2.284828 0.566846 0.411328 -0.2 -0.1 -0.3 -0.2548
O -1.961616 0.836539 1.762215 0.2 0.2 0.0 -0.0731
H 2.036572 -0.740199 -2.248248 0.1 0.1 0.2 0.0748
H 3.177080 -1.066223 -0.931014 -0.1 0.1 0.0 0.0744
H 2.676588 0.605009 -1.286175 -0.1 -0.1 0.1 0.0777
H 0.831797 -1.639556 -0.188030 0.2 0.2 -0.1 0.1323
H 1.495541 1.095104 1.143033 0.0 -0.2 -0.1 0.1089
H 0.445601 -0.276099 1.766531 0.0 0.1 -0.2 0.1084
H -1.533791 -0.375468 -1.360057 0.0 0.0 0.2 0.1242
H -1.180748 -1.277213 0.130468 -0.1 0.3 0.0 0.1194
H -2.481024 1.499729 -0.136944 0.1 -0.1 0.1 0.1182
H -3.216219 -0.008495 0.427902 0.1 0.1 0.0 0.1172
H -1.261092 1.501151 1.757821 -0.1 -0.1 0.1 0.0808
```
Forces are in eV/Å.

---

(4)
The following is a DFT calculation (ωB97M-V with the def2-TZVPD basis set) of one molecule with the formula C5H11NO.

Results
- energy relative to the best compared isomer or geometry (same formula, charge and spin) (kJ/mol) = 14.18
- structure (SMILES) = CCCNC(C)=O
- multiplicity = 1

```
18
Properties=species:S:1:pos:R:3:forces:R:3:lowdin_charge:R:1
C 0.488386 -0.439319 2.312580 0.1 -0.1 0.0 -0.1123
C -0.382842 0.606765 1.626160 0.0 0.0 0.1 -0.2574
C 0.225462 1.207837 0.359617 0.0 0.2 0.2 -0.1967
N 0.482865 0.260069 -0.722955 -0.1 0.0 -0.1 0.0471
C -0.534427 -0.429544 -1.324844 -0.2 0.0 0.0 -0.5377
C -0.251324 -0.961771 -2.713685 0.0 0.0 -0.1 -0.0064
O -1.633421 -0.583785 -0.813799 0.4 0.2 -0.2 0.0438
H -0.015376 -0.826102 3.206072 0.1 0.0 -0.2 0.0701
H 0.692618 -1.288543 1.651688 0.0 0.1 0.1 0.0689
H 1.451451 -0.020508 2.630708 -0.1 0.0 -0.1 0.0697
H -1.349916 0.172224 1.364530 0.1 0.1 0.1 0.0922
H -0.565503 1.439502 2.319696 0.0 -0.1 -0.1 0.1084
H -0.441243 2.000144 -0.006926 0.1 -0.1 0.0 0.1202
H 1.185061 1.677555 0.602437 -0.1 -0.1 0.0 0.1178
H 1.305831 0.440716 -1.280243 -0.2 -0.1 0.1 0.1281
H 0.804905 -0.961076 -2.999760 -0.1 0.0 0.1 0.0725
H -0.804792 -0.324731 -3.413189 0.1 -0.1 0.1 0.0890
H -0.657736 -1.969434 -2.798087 0.0 0.1 0.0 0.0828
```
Forces are in eV/Å.

---

Number 1: largest force on an atom 1.50 eV/Å, LUMO level 0.957 eV, orbital gap 9.8 eV. Number 2: largest force on an atom 3.68 eV/Å, LUMO level 0.798 eV, orbital gap 9.4 eV. Number 3: largest force on an atom 0.38 eV/Å, LUMO level 1.095 eV, orbital gap 10.4 eV. Number 4: largest force on an atom 0.46 eV/Å, LUMO level 0.853 eV, orbital gap 10.4 eV.